1.
Molecular formula: C4H14N3
Method: DFT, ωB97M-V/def2-TZVPD

```
21
C4H14N3 | the OMol25 dataset | ωB97M-V/def2-TZVPD
C 0.367 -0.308 -2.302
C -1.383 -1.340 -0.858
N -0.517 -1.346 -1.876
N -1.420 -0.247 -0.053
N -2.324 -2.272 -0.645
H -0.559 -1.911 -2.710
H -0.736 0.420 -0.192
H -1.555 -0.390 0.965
H -2.663 -2.708 -1.494
H -2.935 -2.325 0.153
H 0.224 0.124 -3.280
H 1.505 -0.448 -2.103
H 0.383 0.526 -1.771
C 2.012 1.325 1.538
C 0.888 1.709 2.501
H 2.965 0.853 2.040
H 1.561 0.470 0.911
H 2.242 2.377 1.089
H 0.756 0.863 3.220
H 1.070 2.726 2.980
H 0.120 1.902 1.887
```

Summary:
ΔE to the lowest compared entry with this formula, charge and spin = 218.3 kJ/mol
Orbital gap = 11.25 eV
Total charge = +1
Highest occupied orbital energy = -14.4462 eV
LUMO energy = -3.195 eV

Atomic partial charges in e from the Löwdin method, atoms 1 to 6:
1. C -0.060
2. C -0.381
3. N 0.075
4. N 0.211
5. N 0.205
6. H 0.165

2.
Molecular formula: C4H14N3
Method: DFT, ωB97M-V/def2-TZVPD

```
21
C4H14N3 | the OMol25 dataset | ωB97M-V/def2-TZVPD
C -0.823 -1.433 -0.470
C -1.978 0.165 1.034
N -2.120 -0.774 0.074
N -0.791 0.521 1.669
N -2.995 1.143 0.999
H -2.919 -1.353 -0.151
H -0.039 -0.113 1.747
H -0.577 1.556 1.850
H -3.875 1.005 0.729
H -2.930 1.773 1.712
H -1.033 -2.368 -1.201
H -0.249 -1.937 0.289
H -0.174 -0.579 -0.854
C 2.074 0.909 -0.577
C 3.010 -0.215 -1.245
H 2.120 0.783 0.568
H 2.641 1.882 -0.675
H 1.148 1.007 -1.094
H 3.213 -0.116 -2.275
H 2.359 -1.277 -1.352
H 3.938 -0.578 -0.779
```

Summary:
ΔE to the lowest compared entry with this formula, charge and spin = 243.7 kJ/mol
Orbital gap = 10.45 eV
Total charge = +1
Highest occupied orbital energy = -14.1412 eV
LUMO energy = -3.692 eV

Atomic partial charges in e from the Löwdin method, atoms 1 to 6:
1. C -0.027
2. C -0.317
3. N 0.053
4. N 0.196
5. N 0.218
6. H 0.153